No. 1
C2H10N3O | wB97M-V/def2-TZVPD

Atoms and positions in Å:
C (-1.2440, -1.4220, -1.8685)
N (-1.3375, -0.2340, -1.0359)
C (-0.4783, 0.0702, -0.0836)
N (-0.7457, 1.2030, 0.6474)
N (0.6100, -0.6252, 0.1871)
H (-0.8778, -2.2537, -1.2899)
H (-0.6556, -1.2518, -2.7622)
H (-2.2429, -1.6782, -2.1944)
H (-1.9828, 0.4949, -1.2860)
H (-0.0192, 1.4927, 1.2848)
H (-1.6615, 1.2366, 1.0831)
H (1.0809, -0.5992, 1.0845)
H (0.9852, -1.2603, -0.5070)
H (2.4411, 2.2673, 2.4363)
H (3.5005, 1.1445, 2.3016)
O (2.6275, 1.4153, 2.0026)

Values from the calculation:
* LUMO: -2.906 eV
* orbital gap: 12.01 eV
* net charge: +1
* calculated total energy: -8748.7784 eV
* HOMO level: -14.914 eV

Results of the Mulliken charge analysis, in e, for atoms 1 through 4: -0.987 -0.161 0.659 -0.460


No. 2
C2H10N4 | wB97M-V/def2-TZVPD

Atoms and positions in Å:
H (0.0453, 1.3059, -2.2812)
N (0.8094, 1.3149, -1.6215)
C (1.5481, 0.2907, -1.8290)
N (2.2426, -0.5674, -1.0286)
H (1.5947, -0.0778, -2.8860)
H (2.3394, -1.3812, -1.6082)
H (2.2228, -0.7994, -0.0471)
N (-1.3472, -1.0935, 0.6517)
C (-1.5811, -0.0151, 1.5822)
N (-1.1394, 1.3263, 1.2122)
H (-1.4767, -1.9892, 1.1203)
H (-0.3926, -0.9418, 0.3517)
H (-2.6492, 0.1253, 1.7683)
H (-1.0785, -0.3169, 2.6108)
H (-0.8414, 1.3574, 0.2444)
H (-0.2963, 1.4617, 1.7599)

Values from the calculation:
* LUMO: 0.676 eV
* orbital gap: 9.57 eV
* net charge: 0
* calculated total energy: -8195.0302 eV
* HOMO level: -8.896 eV

Results of the Mulliken charge analysis, in e, for atoms 1 through 4: 0.257 -0.617 0.040 -0.449


No. 3
C2H10N4 | wB97M-V/def2-TZVPD

Atoms and positions in Å:
C (1.6325, -0.3964, 1.2747)
C (0.2713, 0.1959, 1.1064)
N (-2.5142, 0.7362, -0.4555)
N (0.7600, -0.6220, -1.4574)
N (-1.2980, 0.6025, -1.2259)
N (-0.3839, -0.4695, -0.7290)
H (1.5762, -1.2810, 1.9844)
H (1.9658, -0.6809, 0.2739)
H (2.3206, 0.2269, 1.8622)
H (-0.5415, -0.1386, 1.7931)
H (0.3933, 1.3047, 0.9523)
H (-3.3095, 0.0116, -0.7876)
H (-2.1829, 0.3829, 0.5150)
H (1.0820, 0.2250, -2.0633)
H (0.9069, -1.5420, -1.8473)
H (-0.6787, 1.4448, -1.1960)

Values from the calculation:
* LUMO: 1.124 eV
* orbital gap: 8.97 eV
* net charge: 0
* calculated total energy: -8191.1551 eV
* HOMO level: -7.850 eV

Results of the Mulliken charge analysis, in e, for atoms 1 through 4: -0.875 -0.418 -0.532 -0.436


No. 4
C2H10N4 | wB97M-V/def2-TZVPD

Atoms and positions in Å:
H (-0.6366, 1.3822, -1.3802)
N (-1.0559, 1.4162, -0.4494)
C (-0.2047, 0.9366, 0.3966)
N (1.0849, 0.4900, 0.1490)
N (1.7246, 0.9617, -0.9828)
N (1.9230, 0.3525, 1.2321)
H (-0.4956, 0.8469, 1.4586)
H (1.4031, 0.4299, -1.7925)
H (1.4592, 1.9344, -1.1500)
H (2.2151, 1.2764, 1.5490)
H (2.7784, -0.0939, 0.8999)
C (-2.0394, -1.9865, 0.0139)
H (-2.3039, -2.9957, 0.3352)
H (-2.5276, -1.7643, -0.9374)
H (-2.3682, -1.2675, 0.7676)
H (-0.9565, -1.9187, -0.1095)

Values from the calculation:
* LUMO: 0.867 eV
* orbital gap: 10.00 eV
* net charge: 0
* calculated total energy: -8194.5096 eV
* HOMO level: -9.136 eV

Results of the Mulliken charge analysis, in e, for atoms 1 through 4: 0.241 -0.659 -0.087 0.554


No. 5
C2H10N4 | wB97M-V/def2-TZVPD

Atoms and positions in Å:
C (-1.3471, -0.1333, 0.0823)
C (1.4702, 0.9597, -0.7797)
N (-1.6513, 1.0946, 0.4467)
N (-2.0801, -1.1837, -0.2743)
N (0.9666, -0.2917, -0.4481)
N (1.4577, -0.9429, 0.6604)
H (2.4822, 0.9779, -1.0829)
H (1.4338, 1.5984, 0.1116)
H (0.8196, 1.2995, -1.6880)
H (-2.5177, 1.5091, 0.2213)
H (-1.0247, 1.6701, 0.9641)
H (-3.1658, -1.1095, -0.3320)
H (-1.7316, -2.0395, -0.6621)
H (1.5351, -0.4499, 1.5671)
H (2.4469, -1.1135, 0.5726)
H (0.9064, -1.8454, 0.6412)

Values from the calculation:
* LUMO (spin up / spin down): -10.458 / -10.508 eV
* orbital gap (spin up / spin down): 8.63 / 9.14 eV
* net charge: +2
* calculated total energy: -8174.2442 eV
* HOMO level (spin up / spin down): -19.083 / -19.648 eV

Results of the Mulliken charge analysis, in e, for atoms 1 through 4: 0.573 -0.841 -0.267 -0.323


No. 6
C2H10N4 | wB97M-V/def2-TZVPD

Atoms and positions in Å:
C (-5.3084, -2.5517, 2.2891)
C (5.3249, 1.4539, -1.7955)
N (-5.5743, -1.8205, 1.2795)
N (4.7361, 3.5205, -0.9506)
N (-5.1126, -1.9637, 0.0440)
N (5.3428, 2.5073, -0.8888)
H (-5.7029, -2.3043, 3.2601)
H (-4.6758, -3.4241, 2.1893)
H (5.1061, 0.5203, -1.2685)
H (4.6156, 1.6295, -2.6084)
H (6.3335, 1.3187, -2.2062)
H (-6.1633, -0.9890, 1.4063)
H (4.8074, 4.2713, -0.2622)
H (-4.6214, -2.8212, -0.1792)
H (-5.5657, -1.4610, -0.7034)
H (6.4579, 2.1141, 0.3945)

Values from the calculation:
* LUMO: -8.379 eV
* orbital gap: 8.56 eV
* net charge: +2
* calculated total energy: -8174.7267 eV
* HOMO level: -16.937 eV

Results of the Mulliken charge analysis, in e, for atoms 1 through 4: -0.084 -0.589 0.227 -0.403


No. 7
C2H10N5 | wB97M-V/def2-TZVPD

Atoms and positions in Å:
C (-3.2029, 0.6640, 0.1487)
C (-0.8077, -0.4542, -0.1554)
N (2.3803, -0.6448, 0.0671)
N (-0.0364, -1.4446, -0.2596)
N (3.4858, 1.2746, 0.0688)
N (-2.4794, -0.4491, -0.3872)
N (2.4215, 0.5803, -0.1062)
H (-2.6405, 1.5837, 0.0088)
H (-4.1306, 0.7402, -0.4206)
H (-3.4531, 0.5502, 1.2086)
H (-0.4489, 0.5507, -0.0103)
H (3.2415, -1.1312, 0.3569)
H (1.1056, -1.2082, -0.1405)
H (-0.3761, -2.3835, -0.4320)
H (3.4296, 2.2668, -0.1089)
H (4.3778, 0.8692, 0.3617)
H (-2.8665, -1.3641, -0.2000)

Values from the calculation:
* LUMO: -3.212 eV
* orbital gap: 10.11 eV
* net charge: +1
* calculated total energy: -9677.5318 eV
* HOMO level: -13.325 eV

Results of the Mulliken charge analysis, in e, for atoms 1 through 4: -0.757 0.111 -0.356 -0.241


No. 8
C2H10N6 | wB97M-V/def2-TZVPD

Atoms and positions in Å:
C (-0.0925, 1.0894, -1.0707)
N (-0.1370, -1.4147, -0.0823)
N (-1.0795, -1.4063, 0.7904)
N (-0.4145, -2.0045, -1.2470)
H (-2.0008, -1.7347, 0.4740)
H (-1.0943, -0.3488, 1.3848)
H (-1.3903, -2.0936, -1.5458)
H (0.2894, -1.8216, -1.9475)
H (0.4620, 0.4072, -1.7144)
H (0.2323, 2.1046, -1.2692)
H (-1.1650, 0.9299, -1.1243)
C (2.2381, 0.5468, 0.8085)
N (0.1261, 1.4373, 0.9432)
N (1.3162, 1.1159, 1.4663)
N (-0.8887, 1.0237, 1.6609)
H (-1.6909, 1.5819, 1.3723)
H (2.1062, 0.1943, -0.2114)
H (3.1832, 0.3933, 1.3123)

Values from the calculation:
* LUMO (spin up / spin down): 0.004 / 0.000 eV
* orbital gap (spin up / spin down): 6.77 / 6.76 eV
* net charge: 0
* calculated total energy: -11169.1081 eV
* HOMO level (spin up / spin down): -6.766 / -6.764 eV

Results of the Mulliken charge analysis, in e, for atoms 1 through 4: -1.051 0.330 -0.484 -0.472